6 unconnected molecules or ions with the total composition C37H41N9O3 in a non-equilibrium geometry, computed with ωB97M-V/def2-TZVPD.

Computed properties:
energy: -58583.09467 eV
lowest unoccupied orbital energy: -0.4 eV
net charge: 0
SMILES: NCCC[C@@H]1[C@H](ON=O)C(=O)N[C@H]1c1ccccn1.c1ccncc1.c1ccncc1.c1ccncc1.c1ccncc1.c1ccncc1
HOMO level: -9.21 eV
HOMO-LUMO gap: 8.85 eV

CARTESIAN COORDINATES (ANGSTROEM)
N -1.2231 -0.4255 -1.3712
C -1.0571 -1.0510 -2.7052
C -0.0151 -2.1944 -2.7427
C 1.2420 -1.9712 -1.8815
C 1.2232 -2.5458 -0.4529
C 0.8380 -4.0069 -0.2179
O -0.4908 -4.4245 -0.5521
N -1.4556 -4.0342 0.4110
O -2.2946 -3.3942 -0.0909
C 0.8694 -3.9906 1.3868
O 0.9213 -4.9911 2.0735
N 0.8349 -2.6698 1.8542
C 0.6229 -1.7454 0.6935
C 1.2571 -0.4142 1.0469
C 2.6083 -0.2444 0.9366
C 3.1395 0.9664 1.3026
C 2.2924 1.9336 1.7753
C 0.9572 1.6513 1.8217
N 0.4090 0.4995 1.4772
H -1.3444 0.5710 -1.5319
H -2.1389 -0.7053 -1.0339
H -2.0081 -1.4884 -3.0206
H -0.7810 -0.2912 -3.4376
H 0.3217 -2.2520 -3.7828
H -0.5316 -3.1322 -2.5487
H 1.4011 -0.8908 -1.8094
H 2.1034 -2.3879 -2.4068
H 2.2941 -2.5853 -0.2082
H 1.6279 -4.7200 -0.4270
H 1.6860 -2.4751 2.3719
H -0.4498 -1.5988 0.6563
H 3.2957 -0.9956 0.5800
H 4.2014 1.1701 1.2449
H 2.6344 2.9013 2.1078
H 0.2863 2.4274 2.1819
N 7.0631 1.7324 0.3145
C 7.6884 1.5621 1.4802
C 8.6632 0.6013 1.6999
C 9.0079 -0.2356 0.6509
C 8.3685 -0.0777 -0.5674
C 7.4083 0.9174 -0.6835
H 7.3859 2.2367 2.2743
H 9.1385 0.5120 2.6672
H 9.7639 -0.9998 0.7818
H 8.6068 -0.7109 -1.4110
H 6.8821 1.0824 -1.6184
N -6.6604 -2.2483 -0.4959
C -5.4296 -2.7115 -0.2815
C -5.1540 -3.9966 0.1593
C -6.2203 -4.8495 0.3957
C -7.5083 -4.3868 0.1808
C -7.6715 -3.0840 -0.2650
H -4.6269 -2.0078 -0.4754
H -4.1445 -4.3181 0.3147
H -6.0494 -5.8611 0.7424
H -8.3677 -5.0204 0.3537
H -8.6611 -2.6802 -0.4500
N -2.9970 1.7636 3.0119
C -2.4389 0.5545 2.9359
C -3.0039 -0.5932 3.4744
C -4.2143 -0.4799 4.1363
C -4.8123 0.7678 4.2275
C -4.1674 1.8486 3.6489
H -1.4942 0.5230 2.4024
H -2.5048 -1.5483 3.3754
H -4.6882 -1.3506 4.5721
H -5.7596 0.8992 4.7327
H -4.6043 2.8415 3.6907
N -3.2772 2.5023 -1.5186
C -3.8317 3.4860 -2.2272
C -4.6112 4.4887 -1.6729
C -4.8312 4.4691 -0.3042
C -4.2661 3.4551 0.4504
C -3.5001 2.5009 -0.2033
H -3.6357 3.4606 -3.2938
H -5.0341 5.2639 -2.2973
H -5.4349 5.2349 0.1670
H -4.4099 3.4014 1.5174
H -3.0352 1.6920 0.3477
N 5.1054 2.3992 -2.7076
C 3.8736 2.1292 -3.1392
C 2.8642 3.0746 -3.2287
C 3.1482 4.3748 -2.8445
C 4.4221 4.6749 -2.3909
C 5.3601 3.6550 -2.3433
H 3.6951 1.0980 -3.4255
H 1.8825 2.7983 -3.5887
H 2.3871 5.1431 -2.8976
H 4.6842 5.6769 -2.0801
H 6.3699 3.8439 -1.9958

Atomic forces in eV per Å
-0.3 0.1 -0.7
0.1 -0.4 0.3
-0.1 0.5 -0.4
-1.0 -0.1 0.1
0.8 0.1 -1.3
-0.5 0.7 3.4
0.5 -0.1 -1.5
0.1 0.9 0.1
0.3 -0.6 0.0
0.1 -0.9 0.3
0.2 1.1 -0.7
0.3 -0.5 -0.5
0.1 -0.6 1.2
-1.1 -1.7 -1.0
1.0 0.2 -0.1
0.9 0.4 0.2
0.3 0.5 0.1
-1.1 0.9 0.6
0.3 0.3 0.0
0.1 0.0 0.2
0.1 -0.1 0.3
0.0 0.2 -0.3
0.0 0.1 0.1
-0.1 -0.1 0.0
0.3 -0.1 0.3
0.1 0.0 0.1
0.0 -0.1 0.1
0.0 -0.1 0.2
-0.5 -0.4 -0.9
-0.3 0.1 0.4
0.0 0.2 -0.5
-0.2 -0.3 -0.1
0.1 -0.1 -0.1
0.1 0.1 -0.1
-0.2 -0.1 0.0
0.1 -0.1 0.1
-0.1 0.1 0.0
0.0 0.0 0.0
0.1 -0.1 0.0
0.0 0.0 0.1
-0.1 0.1 -0.2
0.1 0.0 0.0
0.0 0.0 0.0
0.0 0.0 0.0
0.0 0.0 0.0
0.0 0.0 0.0
0.0 -0.1 0.0
0.0 0.1 0.0
-0.5 -0.1 0.0
0.0 0.0 0.0
0.0 0.0 0.0
0.0 0.1 0.0
0.0 0.0 0.0
0.0 -0.1 0.1
0.0 0.0 0.0
0.0 0.0 0.0
0.0 -0.1 0.0
-0.3 -0.1 0.2
0.2 0.1 -0.2
-0.1 0.0 0.0
0.0 -0.1 0.0
0.0 0.0 0.0
0.1 0.1 0.0
-0.1 -0.2 0.1
0.0 0.0 0.0
0.0 0.0 0.0
0.0 0.0 0.0
-0.1 0.0 0.1
0.0 0.1 0.1
0.1 -0.1 -0.1
0.0 0.0 0.0
0.0 0.0 0.0
0.0 0.1 -0.2
0.1 -0.1 -0.1
0.0 0.1 0.0
0.0 0.0 0.0
0.0 0.0 0.0
0.1 0.0 0.0
0.0 0.1 0.1
-0.1 0.1 0.0
0.1 -0.1 0.0
0.0 0.0 0.0
0.0 0.1 0.0
0.0 0.0 0.0
0.1 -0.1 0.0
-0.1 0.0 0.0
0.0 0.0 0.0
0.0 0.0 0.0
0.0 0.0 0.0
0.0 0.0 0.0

Charges computed using Mulliken, reported in e: 0.0308 -0.7812 -0.7035 -1.3512 0.7051 -0.2039 -0.2888 0.0598 -0.1786 0.3742 -0.6353 -0.2270 1.1898 -0.4635 -1.0328 -0.4370 -0.9281 -0.3351 -0.1977 0.1650 -0.2316 0.3105 0.3974 0.3895 0.3747 0.2739 0.6052 0.1835 0.5077 0.4146 -0.1388 0.3623 0.5509 0.4552 0.4340 -0.3204 -0.2103 -0.4717 -0.1657 -0.7689 0.0908 0.3583 0.3713 0.3808 0.3900 0.4119 -0.4660 -0.4310 -0.1086 -0.6202 -0.2900 -0.3403 0.5943 0.5630 0.4005 0.3669 0.3643 -0.3550 0.5897 -0.6484 -0.4445 -0.5697 -0.2712 0.2724 0.5210 0.4077 0.3910 0.4560 -0.2369 -0.3720 -0.3681 -0.3897 -0.1076 -0.0389 0.3675 0.3802 0.3787 0.1521 0.1875 -0.3441 -0.2880 -0.4512 -0.1712 -0.6007 -0.1300 0.4340 0.3932 0.3864 0.3818 0.3394